Version A
Molecular formula: C2H12N2O2
Method: DFT, ωB97M-V/def2-TZVPD

Properties
Lowest unoccupied orbital energy   0.7715 eV
Net charge   0
Structure (SMILES)   CNCN.O.O
Multiplicity   1
E_HOMO   -9.79 eV

CARTESIAN COORDINATES (ANGSTROEM)
C -2.087 -0.507 -0.640
N -0.833 0.134 -1.094
C 0.386 -0.563 -0.530
N 0.953 0.072 0.626
H -2.800 0.121 -1.177
H -2.249 -1.540 -0.959
H -2.235 -0.460 0.443
H -0.820 0.173 -2.104
H 1.100 -0.446 -1.330
H 0.199 -1.615 -0.314
H 1.276 1.020 0.484
H 0.340 0.074 1.431
O 3.528 -1.390 1.148
H 2.672 -0.929 1.172
H 3.793 -1.465 2.060
O -0.835 2.729 0.395
H -1.726 2.531 0.674
H -0.662 2.063 -0.285

=====

Version B
Molecular formula: C2H12N2O2
Method: DFT, ωB97M-V/def2-TZVPD

Properties
Lowest unoccupied orbital energy   0.8322 eV
Net charge   0
Structure (SMILES)   CNCN.O.O
Multiplicity   1
E_HOMO   -9.77 eV

CARTESIAN COORDINATES (ANGSTROEM)
C -0.811 -1.960 -0.437
N 0.094 -0.908 -0.853
C -0.354 0.479 -0.537
N 0.070 0.931 0.769
H -0.362 -2.772 0.149
H -1.571 -2.376 -1.104
H -1.414 -1.495 0.371
H 0.175 -1.028 -1.854
H -0.007 1.164 -1.312
H -1.443 0.462 -0.673
H 1.080 0.867 0.790
H -0.271 0.246 1.436
O -1.060 3.410 0.261
H -0.523 2.729 0.741
H -0.486 4.178 0.177
O 2.142 -1.430 1.047
H 1.688 -1.163 0.214
H 3.054 -1.335 0.816

=====

Version C
Molecular formula: C2H12N2O2
Method: DFT, ωB97M-V/def2-TZVPD

Properties
Lowest unoccupied orbital energy   0.5571 eV
Net charge   0
Structure (SMILES)   CNCN.O.O
Multiplicity   1
E_HOMO   -8.59 eV

CARTESIAN COORDINATES (ANGSTROEM)
C 0.670 0.848 2.281
N 0.020 -0.202 1.534
C -0.938 0.173 0.517
N -0.897 -0.675 -0.646
H 1.616 0.539 2.711
H 0.862 1.713 1.632
H 0.053 1.205 3.108
H 0.680 -0.854 1.134
H -0.788 1.221 0.204
H -1.953 0.142 0.915
H -0.069 -0.552 -1.213
H -0.998 -1.652 -0.404
O -2.994 -0.596 -3.357
H -2.369 -0.145 -2.778
H -3.295 -1.336 -2.823
O 3.097 -0.096 -0.964
H 3.889 -0.492 -0.579
H 3.413 0.760 -1.272

=====

Verdict on stability: version A comes out on top.

=====

Version A
Molecular formula: C6H6N2
Method: DFT, ωB97M-V/def2-TZVPD

Properties
Lowest unoccupied orbital energy   0.5782 eV
Net charge   0
Structure (SMILES)   C#C[C@@H]1NC[C@@H]1C#N
Multiplicity   1
E_HOMO   -9.67 eV

CARTESIAN COORDINATES (ANGSTROEM)
C -0.454 -2.635 1.142
C -0.474 -1.440 0.804
C -0.375 0.018 0.465
N -1.123 0.718 -0.542
C -0.018 1.614 -0.830
C 0.834 0.550 -0.146
C 1.319 -0.522 -0.895
N 1.976 -1.395 -1.374
H -0.681 -3.532 1.708
H -0.675 0.412 1.441
H -1.986 1.039 -0.204
H -0.026 1.837 -1.902
H 0.052 2.571 -0.271
H 1.630 0.765 0.604

=====

Version B
Molecular formula: C6H6N2
Method: DFT, ωB97M-V/def2-TZVPD

Properties
Lowest unoccupied orbital energy   0.6381 eV
Net charge   0
Structure (SMILES)   C#CCN/C=C\C#N
Multiplicity   1
E_HOMO   -8.72 eV

CARTESIAN COORDINATES (ANGSTROEM)
C -3.346 -0.785 -0.017
C -2.204 -0.842 0.306
C -0.772 -1.187 0.419
N 0.211 -0.155 0.330
C 1.272 -0.043 -0.601
C 2.106 1.043 -0.687
C 2.055 2.205 0.120
N 2.114 3.184 0.752
H -4.371 -0.632 -0.221
H -0.646 -2.142 -0.150
H -0.910 -1.409 1.489
H 0.206 0.621 0.974
H 1.417 -0.985 -1.255
H 2.868 1.127 -1.460

=====

Verdict on stability: version B comes out on top.

=====

Version A
Molecular formula: C6H6N2
Method: DFT, ωB97M-V/def2-TZVPD

Properties
Lowest unoccupied orbital energy   0.5490 eV
Net charge   0
Multiplicity   1
E_HOMO   -9.33 eV

CARTESIAN COORDINATES (ANGSTROEM)
C 2.153 0.065 -0.300
C 0.737 -0.150 -0.400
C -0.057 -0.793 0.821
C -1.219 -0.333 -0.170
C -1.165 0.970 -0.070
C 0.167 1.205 -0.146
H -0.170 -1.840 1.163
H -0.013 -0.247 1.794
H -2.352 -0.586 0.028
H -0.038 -1.717 -0.992
H -1.996 1.867 -0.400
H 0.852 2.094 0.105
N 3.328 0.106 -0.097
N -0.228 -0.642 -1.335

=====

Version B
Molecular formula: C6H6N2
Method: DFT, ωB97M-V/def2-TZVPD

Properties
Lowest unoccupied orbital energy   -0.4656 eV
Net charge   0
Multiplicity   1
E_HOMO   -9.06 eV

CARTESIAN COORDINATES (ANGSTROEM)
C -1.483 -1.107 -0.038
C -0.687 0.164 -0.064
C 0.661 0.318 -0.202
C 1.703 -0.722 -0.142
C 2.554 -1.554 -0.136
C 1.343 1.573 -0.159
H -1.880 -1.172 -1.056
H -2.281 -1.001 0.819
H -0.934 -2.022 0.309
H -0.665 2.235 0.196
H -2.266 1.420 0.796
H 3.415 -2.195 0.055
N -1.312 1.399 -0.421
N 1.835 2.664 0.043

=====

Verdict on stability: version B comes out on top.

=====

Version A
Molecular formula: C6H15NO
Method: DFT, ωB97M-V/def2-TZVPD

Properties
Lowest unoccupied orbital energy (spin up / spin down)   0.5399 / 0.9269 eV
Net charge   0
Multiplicity   1
E_HOMO (spin up / spin down)   -5.54 / -7.00 eV

CARTESIAN COORDINATES (ANGSTROEM)
C -0.907 -0.294 -0.663
C -2.127 -1.005 -0.149
C -1.109 0.616 -1.835
N -0.646 0.920 1.043
H -0.029 -0.917 -0.732
H -0.650 1.815 0.560
H -1.262 0.995 1.866
H -2.453 -1.741 -0.897
H -2.962 -0.323 0.024
H -1.921 -1.542 0.777
H -1.724 1.484 -1.581
H -0.159 0.971 -2.229
H -1.655 0.082 -2.628
C 2.492 -0.552 -0.137
C 0.770 0.588 1.426
C 1.598 0.594 0.212
O 0.717 -0.632 2.141
H 0.822 -1.355 1.512
H 1.056 1.350 2.170
H 1.909 1.578 -0.122
H 3.207 -0.255 -0.906
H 3.079 -0.948 0.706
H 1.955 -1.428 -0.560

=====

Version B
Molecular formula: C6H15NO
Method: DFT, ωB97M-V/def2-TZVPD

Properties
Lowest unoccupied orbital energy   0.9426 eV
Net charge   0
Multiplicity   1
E_HOMO   -7.12 eV

CARTESIAN COORDINATES (ANGSTROEM)
C -0.388 1.409 0.697
C 0.409 -0.982 -0.273
C 0.536 0.322 -0.777
C -1.594 0.834 1.398
C -0.865 -1.760 -0.448
C 1.717 -1.646 -1.769
N 0.679 1.825 1.561
O -0.804 2.521 -0.044
H 0.005 2.989 -0.295
H 0.957 -1.204 0.641
H 1.041 1.045 2.098
H 0.359 2.536 2.223
H 1.512 0.794 -0.710
H -0.052 0.579 -1.654
H -2.053 1.587 2.058
H -2.368 0.543 0.685
H -1.323 -0.021 2.020
H -0.644 -2.793 -0.729
H -1.499 -1.325 -1.224
H -1.419 -1.832 0.491
H 1.169 -2.404 -2.324
H 2.131 -0.939 -2.486
H 2.495 -2.077 -1.140

=====

Verdict on stability: version B comes out on top.